ORCA calculation (wB97M-V/def2-TZVPD) on a structure of composition C4H6N2O at a distorted geometry.

Last column: Mulliken charge in e.
Atoms and positions in Å:
O  -2.299  1.206  -0.098  -0.5326
C  -1.176  0.793  -0.217  0.3221
N  -0.079  1.265  0.447  -0.0877
C  1.165  0.599  0.177  -0.3492
C  0.536  -0.596  -0.681  0.0681
C  -0.579  -1.503  -0.073  -0.8140
N  -0.764  -0.339  -1.158  -0.3770
H  -0.194  2.035  1.092  0.1976
H  1.759  0.572  1.130  0.2971
H  1.810  1.114  -0.530  0.2337
H  1.121  -1.307  -1.267  0.4575
H  0.230  -2.374  0.705  0.2347
H  -1.530  -1.467  0.472  0.3497

Computed properties:
- Frontier orbital gap (alpha / beta): 7.5 / 7.6 eV
- Max |F|: 4.71 eV/A
- Total charge: 0
- HOMO (alpha / beta): -0.2930 / -0.2975 Eh
- LUMO (alpha / beta): -0.0159 / -0.0176 Eh
- Energy: -340.55333 hartree
- 2S+1: 1